Record 1
Computed, not measured: 8 unconnected molecules or ions with the total composition C5H24N2O8 at a distorted geometry, with ωB97M-V/def2-TZVPD.

Gap between HOMO and LUMO (eV): 9.30
Total energy (Eh): -916.38354
Maximum force (eV/A): 1.7
SMILES: [H]/N=C\NCCCC=O.O.O.O.O.O.O.O
ΔE to the lowest compared entry with this formula, charge and spin (kcal per mole): 0.0
HOMO level (eV): -8.820

Geometry (Å):
O1 -1.1558 1.6155 0.9672
C1 -1.7079 0.5382 1.1038
C2 -2.2346 -0.2329 -0.0657
C3 -2.1856 -1.7496 0.0973
C4 -0.7812 -2.2947 0.3684
N1 1.8057 -0.3152 -1.2548
C5 1.0935 -0.8984 -0.3831
N2 0.2160 -1.9094 -0.6109
H1 -1.8114 0.1045 2.1071
H2 -3.2669 0.0794 -0.2252
H3 -1.7217 0.0790 -0.9667
H4 -2.5665 -2.1966 -0.8122
H5 -2.8340 -2.0781 0.9135
H6 -0.4420 -2.0227 1.3649
H7 -0.8334 -3.3713 0.4101
H8 1.6693 -0.6020 -2.2127
H9 1.2056 -0.6361 0.6588
H10 -0.0015 -2.1009 -1.5813
H11 0.6926 2.4033 1.8827
H12 1.9557 2.4566 0.9807
O2 1.6587 2.4372 1.9265
H13 0.7212 -0.5985 3.7845
H14 -0.0449 -1.2738 4.9748
O3 -0.1230 -1.0608 4.0228
H15 -0.5354 -0.8172 -3.1131
H16 -0.1208 -2.0827 -3.8971
O4 -0.0771 -1.6826 -3.0353
H17 2.3812 1.3008 -1.0133
H18 3.1646 2.6582 -1.1836
O5 2.3501 2.2716 -0.7905
H19 2.1188 1.0545 2.8441
H20 3.0648 -0.1607 2.9707
O6 2.2576 0.2174 3.3450
H21 0.6261 2.5716 -1.3884
H22 -0.7115 2.3032 -0.6830
O7 -0.3478 2.5692 -1.5605
H23 -1.3186 1.2474 -4.0847
H24 -0.8879 1.4108 -2.6124
O8 -1.2718 0.7656 -3.2483

Atomic forces in eV per Å
-0.109 -0.244 0.322
0.317 0.343 -0.419
-0.134 -0.275 0.072
0.264 0.121 0.267
0.219 0.044 0.152
1.157 1.188 -0.139
-0.743 -1.153 -0.224
-0.099 0.233 1.499
-0.053 -0.052 0.168
-0.230 0.079 0.132
0.246 0.112 -0.097
-0.168 -0.136 -0.250
-0.038 0.036 -0.003
0.094 0.340 0.180
-0.099 -0.517 -0.106
-0.273 -0.359 -0.010
0.003 0.260 0.379
0.130 -0.189 0.177
0.038 0.018 -0.046
-0.190 -0.045 0.624
0.059 0.073 -0.631
-0.458 -0.391 0.278
-0.012 0.245 -0.888
0.433 0.110 0.481
-0.080 0.233 -0.163
-0.047 -0.259 -0.528
-0.209 0.238 -1.236
-0.319 -0.470 0.107
-0.897 -0.274 0.478
1.151 0.696 -0.509
-0.052 0.006 0.029
-0.263 0.010 0.177
0.324 -0.056 -0.211
-0.526 0.033 -0.246
0.089 0.228 -0.488
0.459 -0.160 0.778
-0.025 -0.189 0.207
0.185 0.362 0.198
-0.142 -0.238 -0.513

***

Record 2
Computed, not measured: a molecular structure, C8H19N2OPPr at a distorted geometry, with ωB97M-V/def2-TZVPD.

Gap between HOMO and LUMO (spin up / spin down) (eV): 7.70 / 7.78
Total energy (Eh): -1358.97755
Multiplicity: 3
Maximum force (eV/A): 4.4
Net charge: +1
⟨S²⟩: 2.0044
HOMO level (spin up / spin down) (eV): -10.932 / -10.956

Geometry (Å):
Pr1 0.2235 -0.5254 -0.1719
H1 0.3981 -0.9291 2.5407
H2 -0.2957 -1.2498 2.4646
P1 -2.4309 -1.2904 -0.9476
C1 -3.9123 -0.2825 -0.8849
H3 -4.7940 -0.8554 -1.1776
H4 -4.0629 0.1125 0.1241
H5 -3.7951 0.5674 -1.5638
C2 -2.4608 -2.1256 -2.5571
H6 -1.6311 -2.8358 -2.6238
H7 -3.4041 -2.6505 -2.7176
H8 -2.3217 -1.3825 -3.3481
C3 -2.7241 -2.6346 0.2389
H9 -2.8537 -2.2391 1.2531
H10 -3.6134 -3.2130 -0.0206
H11 -1.8680 -3.3214 0.2677
C4 -1.3150 1.7772 0.2637
O1 -1.7499 2.7823 0.6517
H12 0.7155 -2.1101 -1.3366
H13 -0.4427 0.5677 -2.0584
C5 4.8950 1.5902 1.9220
N1 3.6890 1.7171 1.1159
C6 3.2996 2.8171 0.3783
C7 2.1117 2.5156 -0.2277
N2 1.7666 1.2018 0.1523
C8 2.7603 0.7519 0.9705
H14 5.7884 1.7129 1.2955
H15 4.9160 2.3584 2.7065
H16 4.9223 0.6076 2.3884
H17 3.8987 3.7219 0.3401
H18 1.4843 3.0657 -0.8745
H19 2.8065 -0.2219 1.4361

Atomic forces in eV per Å
-0.865 -0.120 -1.443
-0.728 -0.313 0.039
0.645 0.292 0.175
0.456 -0.139 -0.058
-0.459 0.325 -0.022
-0.019 0.053 0.015
0.008 -0.075 -0.093
-0.029 -0.120 0.039
0.054 0.039 -0.244
-0.099 0.133 0.087
-0.020 0.007 0.047
-0.011 -0.072 0.139
-0.207 -0.368 0.297
-0.085 0.018 -0.137
0.023 -0.061 0.087
-0.121 0.084 -0.151
-1.667 3.702 1.771
1.598 -3.760 -1.735
0.136 -0.240 -0.032
0.330 -0.289 1.034
0.568 0.436 0.137
-0.372 -0.493 0.015
-0.177 0.116 -0.171
0.819 -2.009 1.464
1.831 1.045 0.659
-0.816 1.905 -1.336
-0.315 -0.081 0.128
-0.100 -0.239 -0.239
-0.060 0.047 -0.068
-0.132 -0.318 0.056
-0.362 0.464 -0.490
0.174 0.033 0.028

***

Record 3
Computed, not measured: a gas-phase ion, CH5NO3P2 (charge -2) at a distorted geometry, with ωB97M-V/def2-TZVPD.

Gap between HOMO and LUMO (eV): 6.28
Total energy (Eh): -1004.24642
Maximum force (eV/A): 5.9
SMILES: O=[P@@]([O-])(O)C[N-]P
Net charge: -2
HOMO level (eV): 1.030

Geometry (Å):
C1 -0.1150 -1.1960 0.6098
N1 1.2979 -0.7690 -0.3133
O1 -2.7081 -0.1817 0.9465
O2 -0.8562 1.4699 0.4231
O3 -1.7175 -0.0956 -1.4297
P1 1.6966 0.7156 -0.0502
P2 -1.5354 0.0080 0.0295
H1 0.0367 -1.1665 1.6760
H2 -0.3556 -2.2131 0.0839
H3 -0.0300 1.4387 -0.1256
H4 1.2391 1.4851 -1.3484
H5 3.0475 0.5046 -0.5016

Atomic forces in eV per Å
0.855 0.756 -5.020
-3.712 -4.061 2.217
-0.268 0.041 0.225
-0.143 -0.702 -0.713
-0.055 -0.037 -1.256
2.476 1.739 -0.275
0.747 -1.066 2.193
0.144 -0.279 0.374
0.347 1.628 1.599
-1.268 1.120 0.453
0.621 0.026 0.563
0.257 0.838 -0.360

***

Record 4
Computed, not measured: a molecular structure, C22H28BBr44F3N3O3 at a distorted geometry, with ωB97M-V/def2-TZVPD.

Gap between HOMO and LUMO (eV): 5.57
Total energy (Eh): -114826.05657
Maximum force (eV/A): 3.2
Net charge: -1
HOMO level (eV): -4.813

Geometry (Å):
C1 2.7223 -0.6473 2.1037
C2 3.3193 -2.0627 1.8894
N1 2.4980 -2.9406 0.9888
N2 1.1690 -2.9655 1.5599
C3 0.6369 -4.3363 1.6734
C4 -0.6588 -4.2202 2.5103
C5 -1.7985 -3.4887 1.7932
C6 -2.0712 -2.0367 2.1639
F1 -1.2005 -1.1582 1.6101
Br1 -2.1858 -1.6286 4.0715
C7 -3.4911 -1.6997 1.5776
F2 -4.4092 -2.2443 2.3698
F3 -3.6233 -2.1750 0.3326
Br2 -3.8057 0.2226 1.3844
B1 1.5666 -5.3502 2.4847
N3 2.8730 -5.0531 3.0954
O1 1.0700 -6.6351 2.6690
C8 0.3369 -4.9878 0.2851
O2 1.0383 -4.6777 -0.7004
O3 -0.6194 -5.7850 0.2036
H1 3.3461 0.1470 1.6868
H2 2.6906 -0.4434 3.1799
H3 1.6996 -0.5368 1.7486
H4 4.3015 -1.9202 1.5010
H5 3.4145 -2.5286 2.8707
H6 2.4262 -2.5809 0.0479
H7 0.5791 -2.5176 0.8686
H8 -1.0309 -5.2164 2.7319
H9 -0.3500 -3.7776 3.4613
H10 -1.7320 -3.5290 0.7061
H11 -2.7078 -4.0338 2.0556
H12 3.5596 -4.7981 2.3990
H13 2.8165 -4.3680 3.8334
H14 0.9824 -6.7649 3.6176
C9 4.8682 -0.8821 6.3290
Br3 3.6626 0.6188 6.3162
Br4 4.3377 -2.2372 5.0681
Br5 6.6953 -0.3391 6.0522
H15 4.8148 -1.3230 7.3128
C10 -1.5780 0.5348 -3.3599
Br6 0.0511 0.8005 -2.3714
Br7 -2.4762 2.2032 -3.7426
Br8 -1.3001 -0.4633 -4.9857
H16 -2.2356 -0.0531 -2.7367
C11 2.5791 -4.3242 -5.0665
Br9 1.5761 -2.6834 -5.1550
Br10 1.8678 -5.6577 -6.2593
Br11 4.4541 -4.0121 -5.4112
H17 2.4855 -4.7129 -4.0561
C12 4.9849 5.2738 0.7812
Br12 3.3497 4.6231 1.5599
Br13 6.4257 5.2969 2.0595
Br14 5.4533 4.2966 -0.8110
H18 4.8094 6.2974 0.4860
C13 0.2551 2.7796 -6.3082
Br15 1.8280 3.1133 -5.2503
Br16 -0.6573 4.4193 -6.7543
Br17 0.6574 1.7252 -7.8686
H19 -0.4212 2.1971 -5.6990
C14 0.6398 6.4005 4.3755
Br18 1.3336 5.2964 5.7941
Br19 1.9957 7.5079 3.5740
Br20 -0.2648 5.3627 3.0344
H20 -0.0864 7.0656 4.8176
C15 -2.2942 8.0240 -8.4825
Br21 -3.8777 7.0012 -8.0771
Br22 -1.1298 8.1727 -6.9560
Br23 -1.3805 7.3252 -10.0246
H21 -2.6170 9.0238 -8.7301
C16 -2.6338 -6.1385 6.1723
Br24 -3.5040 -5.4496 4.6005
Br25 -3.2884 -7.8915 6.6438
Br26 -0.7151 -6.1154 6.0200
H22 -2.8881 -5.4769 6.9888
C17 -4.1490 5.3208 1.0827
Br27 -4.7947 3.5913 1.6345
Br28 -3.8794 6.5186 2.5640
Br29 -2.5656 5.1672 -0.0012
H23 -4.9226 5.7507 0.4646
C18 0.3104 6.9648 -2.6954
Br30 1.1512 5.9980 -1.2585
Br31 -0.6968 5.7900 -3.8444
Br32 -0.7685 8.4214 -2.0378
H24 1.0982 7.3973 -3.2932
C19 -2.6431 -6.2508 10.1839
Br33 -4.4612 -5.6254 10.0686
Br34 -1.3870 -4.8717 9.7047
Br35 -2.2520 -7.0045 11.9135
H25 -2.5352 -7.0454 9.4583
C20 5.8561 -4.5060 -1.1418
Br36 4.5284 -3.6766 0.0084
Br37 5.5525 -4.0156 -3.0061
Br38 7.6921 -4.1383 -0.5706
H26 5.7193 -5.5764 -1.0695
C21 -6.2648 4.3701 -3.3353
Br39 -5.2409 5.0531 -4.8185
Br40 -8.0910 4.9871 -3.3803
Br41 -6.1624 2.4543 -3.2135
H27 -5.8181 4.7701 -2.4383
C22 -2.9197 3.9276 -11.0314
Br42 -3.2996 4.9218 -12.6400
Br43 -3.9155 2.2811 -10.9581
Br44 -1.0333 3.6293 -10.8049
H28 -3.2465 4.5349 -10.1985

Atomic forces in eV per Å
0.260 0.006 0.676
-1.839 1.324 -0.269
-0.332 1.312 2.123
0.230 -0.660 -0.290
0.099 -0.458 0.067
0.624 -0.253 -0.442
-0.052 0.160 1.029
-0.967 0.030 -0.540
0.328 -0.070 -0.098
0.336 -0.146 -0.063
0.719 0.746 0.183
-0.608 -0.170 -0.325
-0.107 -0.422 0.048
-0.010 -0.076 0.269
0.009 -0.151 -0.426
-0.266 -0.577 0.399
-0.598 0.745 0.097
-0.853 -0.865 -1.344
0.995 1.071 0.226
-0.420 0.047 1.022
-0.032 -0.120 -0.244
-0.116 0.088 -0.049
0.028 -0.154 -0.105
0.580 -0.030 -0.152
-0.279 -0.309 -0.658
-0.113 0.148 -0.058
-0.059 0.216 0.041
0.154 -0.106 -0.157
-0.450 0.355 0.030
0.274 -0.135 0.014
-0.132 0.129 -0.153
0.068 0.345 0.074
0.169 0.301 -0.121
0.461 -0.606 0.105
-0.031 -0.112 0.038
0.043 -0.035 -0.049
0.223 0.198 0.388
-0.059 0.014 -0.011
0.011 0.018 0.036
0.060 -0.012 0.064
-0.113 -0.005 -0.127
0.120 -0.016 0.048
0.045 0.058 0.046
-0.053 0.009 0.024
-0.030 0.048 0.123
0.069 -0.102 0.045
0.039 0.045 0.026
-1.064 0.106 -2.686
0.056 0.080 -0.006
-0.049 -0.020 -0.024
0.058 -0.099 -0.069
-0.054 -0.029 -0.034
-0.016 0.023 0.078
-0.004 0.026 -0.016
0.088 -0.037 -0.006
-0.049 0.005 -0.071
-0.033 -0.279 -0.452
-0.012 0.073 0.093
-0.040 -0.011 -0.001
0.006 -0.051 -0.075
0.024 0.065 -0.101
0.014 0.093 0.143
0.064 -0.058 0.016
-0.031 -0.002 0.016
0.069 0.079 -0.009
0.057 -0.042 0.004
-0.088 -0.075 -0.068
-0.033 -0.010 0.108
-0.049 0.013 -0.002
-0.041 0.152 -0.100
0.068 -0.117 0.128
0.036 0.031 0.019
-0.049 -0.020 -0.020
0.002 0.002 0.031
-0.009 -0.097 -0.088
0.038 0.141 0.059
-0.105 -0.040 -0.003
-0.003 -0.016 -0.025
0.009 0.074 -0.008
-0.145 -0.123 0.075
-0.004 -0.002 0.043
0.142 0.308 0.433
0.016 -0.008 -0.003
0.021 0.013 -0.025
0.030 -0.010 -0.005
0.085 -0.017 -0.010
-0.087 -0.041 0.037
-0.028 0.056 -0.062
-0.009 -0.016 -0.014
0.368 0.589 0.211
1.699 -2.051 -1.711
0.687 -0.417 2.716
-0.142 -0.078 -0.082
0.061 0.007 -0.036
-0.006 -0.079 -0.009
0.022 -0.038 0.034
0.077 -0.011 -0.025
-0.115 0.106 -0.010
0.030 0.021 0.044
0.039 0.006 0.042
0.008 -0.055 0.045
0.051 0.071 -0.018
-0.086 -0.052 -0.068
0.005 0.039 0.005

***

Record 5
Computed, not measured: 2 unconnected molecules or ions with the total composition C3H7O2S2 at a distorted geometry, with ωB97M-V/def2-TZVPD.

Gap between HOMO and LUMO (spin up / spin down) (eV): 5.94 / 6.76
Total energy (Eh): -1065.29959
Maximum force (eV/A): 4.2
Net charge: -1
ΔE to the lowest compared entry with this formula, charge and spin (kcal per mole): 85.7
HOMO level (spin up / spin down) (eV): -3.984 / -4.020

Geometry (Å):
C1 -1.4227 -0.8217 0.0528
C2 -0.1064 1.2927 -0.2999
C3 -0.1822 -0.0062 0.4290
O1 1.0158 -1.3858 -1.4944
O2 1.5471 -1.9645 0.9215
S1 3.2639 1.5262 0.0894
S2 1.3718 -0.8943 -0.1268
H1 -1.3362 -0.8601 -1.0616
H2 -1.3405 -1.7458 0.5796
H3 -2.3969 -0.3658 0.3373
H4 0.8521 1.6933 -0.1129
H5 -0.5986 2.0302 0.5138
H6 -0.5131 1.3054 -1.3362
H7 -0.1540 0.1963 1.5082

Atomic forces in eV per Å
0.503 0.972 -0.788
-2.414 2.167 2.620
-0.434 0.108 -0.323
0.636 0.665 1.250
0.121 1.303 -1.461
-0.476 -0.942 -0.032
-0.518 -1.665 0.934
-0.532 -0.726 0.894
-0.154 -1.101 -0.198
0.780 0.142 -0.112
1.581 0.351 -1.024
-0.087 -1.049 -2.410
0.421 0.216 0.920
0.574 -0.441 -0.272

***

Record 6
Computed, not measured: a single C5H10N2O molecule at a distorted geometry, with ωB97M-V/def2-TZVPD.

Gap between HOMO and LUMO (spin up / spin down) (eV): 7.41 / 7.41
Total energy (Eh): -381.03890
Maximum force (eV/A): 2.5
ΔE to the lowest compared entry with this formula, charge and spin (kcal per mole): 154.7
HOMO level (spin up / spin down) (eV): -6.499 / -6.502

Geometry (Å):
C1 0.8003 0.6212 -0.5812
C2 1.5254 -1.6352 0.2563
C3 0.5918 -0.4561 0.3602
N1 0.4916 1.9263 -0.3098
C4 -0.9190 -0.5034 -0.6002
C5 -1.9707 0.2855 -0.8761
O1 -0.7657 0.7226 1.8670
N2 -0.2587 -0.5411 1.4679
H1 -1.6605 0.5151 2.1845
H2 1.5209 0.4412 -1.3745
H3 -0.1610 2.0895 0.4488
H4 1.2122 2.6156 -0.4622
H5 -0.9578 -1.5424 -0.9026
H6 1.7142 -1.9217 -0.7793
H7 2.4832 -1.3726 0.7075
H8 1.1049 -2.4952 0.7741
H9 -1.9585 1.3535 -0.7225
H10 -2.7927 -0.1030 -1.4579

Atomic forces in eV per Å
-0.189 -0.846 2.139
-0.622 -0.278 -0.393
-1.833 0.704 1.021
-0.501 0.339 -0.452
0.297 0.068 -2.464
0.815 0.295 0.288
-0.324 0.067 -0.345
2.077 -0.123 0.079
0.329 -0.014 -0.189
-0.313 -0.046 -0.028
0.514 -0.105 0.069
-0.275 -0.084 -0.222
0.299 -0.033 0.055
-0.033 0.088 -0.083
-0.127 0.098 0.093
0.010 0.048 0.070
0.112 0.166 -0.112
-0.237 -0.346 0.473